No. 1
Here is a structure of composition C30H31NOP2Zr in a non-equilibrium geometry from OMol25. Energies are from ωB97M-V with the def2-TZVPD basis set.

Geometry as XYZ:
```
66
Properties=species:S:1:pos:R:3:lowdin_charge:R:1
C -1.171 3.373 -3.029 -0.02
C -1.006 2.020 -2.759 -0.23
C 0.266 1.406 -2.970 -0.18
C 1.350 2.213 -3.490 -0.13
C 1.126 3.591 -3.756 0.00
C -0.103 4.163 -3.487 -0.04
C 2.583 1.582 -3.684 0.08
C 2.754 0.213 -3.456 -0.13
C 1.623 -0.530 -2.949 -0.18
C 1.774 -1.934 -2.691 -0.23
C 3.008 -2.541 -2.884 -0.02
C 4.119 -1.806 -3.336 -0.04
C 3.993 -0.462 -3.641 0.00
H -2.144 3.829 -2.859 0.13
H 1.966 4.178 -4.140 0.13
H -0.265 5.228 -3.635 0.12
H 3.438 2.154 -4.050 0.14
H 3.109 -3.603 -2.658 0.13
H 5.074 -2.319 -3.430 0.12
H 4.840 0.120 -4.010 0.13
N 0.485 0.119 -2.596 0.12
Zr 0.182 -0.155 0.746 1.06
C -2.119 1.194 -2.176 -0.29
H -2.146 0.185 -2.611 0.10
H -3.084 1.699 -2.303 0.11
C 0.605 -2.709 -2.139 -0.27
H -0.349 -2.384 -2.584 0.10
H 0.752 -3.789 -2.289 0.11
P -1.902 0.926 -0.372 0.77
P 0.397 -2.469 -0.309 0.78
C 1.719 -3.549 0.302 -0.23
H 1.642 -3.583 1.396 0.06
H 1.573 -4.555 -0.115 0.08
H 2.707 -3.163 0.025 0.05
C -1.064 -3.531 -0.097 -0.24
H -0.859 -4.493 -0.584 0.07
H -1.251 -3.684 0.971 0.05
H -1.940 -3.062 -0.562 0.06
C -2.124 2.626 0.261 -0.23
H -3.109 2.989 -0.064 0.07
H -2.072 2.604 1.359 0.05
H -1.331 3.274 -0.133 0.05
C -3.567 0.264 -0.031 -0.24
H -3.688 0.179 1.055 0.05
H -4.309 0.958 -0.447 0.07
H -3.680 -0.724 -0.501 0.05
C 2.310 -0.499 1.076 -0.14
O 3.449 -0.674 1.256 0.18
H 1.213 1.093 0.062 -0.03
C 0.293 1.766 6.088 -0.04
C 0.867 2.050 4.829 -0.05
C 0.453 1.365 3.693 -0.07
C -0.541 0.356 3.798 -0.22
C -0.986 -0.424 2.698 -0.25
C -1.978 -1.384 2.813 -0.14
C -2.572 -1.619 4.071 -0.05
C -2.163 -0.899 5.174 0.01
C -1.148 0.084 5.081 -0.15
C -0.704 0.811 6.207 0.00
H 0.638 2.305 6.971 0.12
H 1.640 2.814 4.758 0.12
H 0.900 1.623 2.712 0.08
H -2.322 -1.963 1.953 0.08
H -3.360 -2.371 4.156 0.12
H -2.627 -1.070 6.143 0.13
H -1.164 0.599 7.171 0.13
```

Values from the calculation:
**Multiplicity**: 1
**ΔE to the lowest compared entry with this formula, charge and spin**: 6.82 kcal/mol
**Energy**: -2020.9722 Ha
**Gap between HOMO and LUMO**: 5.08 eV
**Total charge**: +2
**HOMO**: -13.26 eV


No. 2
Here is a structure of composition C30H32AsMoN3O5S2Si in a non-equilibrium geometry from OMol25. Energies are from ωB97M-V with the def2-TZVPD basis set.

Geometry as XYZ:
```
75
Properties=species:S:1:pos:R:3:lowdin_charge:R:1
Mo -0.046 0.076 0.672 0.94
O -0.860 -0.694 6.651 0.07
C -0.624 -0.449 5.337 -0.30
C 0.575 0.035 4.862 0.07
C 0.741 0.217 3.481 -0.20
N -0.243 -0.055 2.583 -0.14
C -1.438 -0.470 3.079 -0.19
C -1.661 -0.688 4.415 0.08
C -2.494 -0.520 2.014 -0.60
O -3.678 -0.674 2.287 0.06
O -2.040 -0.262 0.839 -0.24
C 2.004 0.594 2.913 -0.50
O 2.987 0.971 3.533 0.07
O 2.072 0.447 1.564 -0.25
H -0.052 -0.556 7.159 0.11
H 1.411 0.255 5.508 0.13
H -2.620 -1.037 4.755 0.14
S 0.361 -2.304 0.688 0.62
C 0.335 -2.888 -0.967 -0.69
C 0.552 -4.255 -1.144 -0.14
C 0.596 -4.804 -2.407 -0.09
C 0.430 -3.995 -3.523 -0.09
C 0.192 -2.642 -3.358 -0.10
C 0.128 -2.071 -2.088 -0.40
As -0.211 -0.177 -1.804 1.23
C 0.238 0.486 -3.618 -0.35
C 1.539 0.840 -3.963 -0.10
C 1.851 1.222 -5.257 -0.08
C 0.866 1.265 -6.228 -0.09
C -0.435 0.925 -5.897 -0.08
C -0.744 0.535 -4.605 -0.11
C -2.145 -0.021 -1.941 -0.41
C -2.659 1.274 -1.884 -0.16
C -4.007 1.483 -1.653 -0.10
C -4.852 0.398 -1.468 -0.08
C -4.351 -0.891 -1.550 -0.07
C -3.002 -1.101 -1.785 -0.09
H 0.688 -4.865 -0.263 0.09
H 0.761 -5.865 -2.523 0.10
H 0.482 -4.418 -4.516 0.10
H 0.056 -2.003 -4.226 0.09
H 2.320 0.813 -3.212 0.08
H 2.869 1.484 -5.511 0.10
H 1.110 1.556 -7.239 0.10
H -1.210 0.956 -6.650 0.11
H -1.763 0.256 -4.356 0.10
H -1.979 2.117 -2.013 0.09
H -4.397 2.493 -1.601 0.11
H -5.898 0.559 -1.249 0.10
H -5.008 -1.737 -1.404 0.11
H -2.598 -2.110 -1.817 0.11
C -1.705 2.823 4.138 -0.05
N -0.872 2.753 2.958 -0.04
C -1.303 2.480 1.710 -0.86
N -2.618 2.324 1.469 0.15
S -0.195 2.643 0.436 0.63
H -1.064 2.906 5.011 0.09
H -2.307 1.918 4.245 0.08
H -2.369 3.693 4.104 0.09
H 0.087 3.064 3.022 0.12
H -3.228 2.004 2.207 0.11
H -2.878 2.004 0.539 0.07
C 4.524 1.959 0.889 -0.14
Si 3.674 0.259 0.998 0.53
C 3.307 -0.520 -0.697 -0.16
C 4.600 -1.019 2.059 -0.14
H 5.470 1.864 0.362 0.03
H 4.733 2.354 1.880 0.03
H 3.924 2.697 0.360 0.03
H 4.236 -0.741 -1.210 0.04
H 2.712 0.142 -1.327 -0.02
H 2.757 -1.455 -0.584 0.00
H 5.520 -1.315 1.562 0.03
H 4.001 -1.917 2.208 0.04
H 4.850 -0.626 3.039 0.03
```

Values from the calculation:
**Multiplicity**: 3
**ΔE to the lowest compared entry with this formula, charge and spin**: 0.00 kcal/mol
**Energy**: -5092.8613 Ha
**Gap between HOMO and LUMO (spin up / spin down)**: 6.77 / 5.59 eV
**HOMO (spin up / spin down)**: -6.88 / -6.03 eV


No. 3
Here is a structure of composition C30H32BrFHgN3 from OMol25. Energies are from ωB97M-V with the def2-TZVPD basis set.

Geometry as XYZ:
```
68
Properties=species:S:1:pos:R:3:lowdin_charge:R:1
Hg -0.633 0.802 1.075 0.72
C -4.303 -0.110 0.004 -0.21
N -3.041 -0.563 0.537 -0.02
C -2.847 -1.809 0.718 -0.14
C -1.616 -2.362 1.201 -0.40
C -1.324 -3.719 1.380 -0.11
C 0.031 -3.777 1.735 -0.14
C 0.476 -2.447 1.756 -0.21
N -0.513 -1.602 1.439 -0.05
C -5.074 0.676 1.040 -0.21
C -4.471 1.774 1.652 -0.05
C -5.129 2.473 2.647 -0.09
C -6.417 2.105 3.025 -0.12
C -7.026 1.016 2.423 -0.12
C -6.347 0.296 1.444 -0.07
H -4.933 -0.936 -0.367 0.10
H -4.076 0.540 -0.848 0.12
H -3.642 -2.538 0.490 0.12
H -2.013 -4.542 1.248 0.08
H 0.625 -4.656 1.941 0.06
H 1.474 -2.080 1.951 0.08
H -3.454 2.039 1.385 0.06
H -4.618 3.282 3.153 0.09
H -6.929 2.653 3.808 0.09
H -8.022 0.710 2.724 0.08
H -6.813 -0.571 0.988 0.10
C 1.408 -1.158 -3.580 -0.07
C 1.328 -2.011 -2.312 -0.36
C -0.107 -2.074 -1.785 -0.07
C 2.329 -1.654 -1.220 -0.14
C 3.238 -2.639 -0.860 -0.07
C 4.160 -2.442 0.157 -0.12
C 4.146 -1.237 0.830 -0.09
C 3.247 -0.215 0.519 -0.14
C 3.324 0.988 1.461 -0.37
C 2.611 0.657 2.778 -0.09
C 2.876 2.360 0.961 -0.08
C 2.329 -0.405 -0.541 -0.21
N 1.377 0.549 -0.893 0.03
C 1.710 1.467 -1.798 -0.32
C 2.981 1.621 -2.428 -0.07
C 3.238 2.603 -3.372 -0.15
C 2.264 3.507 -3.770 -0.16
C 0.995 3.384 -3.191 -0.06
C 0.745 2.410 -2.263 -0.24
F -0.518 2.319 -1.768 -0.01
H 0.858 -1.658 -4.384 0.07
H 2.440 -1.013 -3.907 0.07
H 0.966 -0.174 -3.432 0.07
H 1.602 -3.030 -2.613 0.11
H -0.426 -1.094 -1.433 0.05
H -0.187 -2.778 -0.956 0.06
H -0.783 -2.399 -2.584 0.07
H 3.208 -3.590 -1.383 0.10
H 4.865 -3.220 0.427 0.08
H 4.848 -1.070 1.643 0.10
H 4.393 1.082 1.694 0.12
H 1.540 0.525 2.620 0.01
H 2.722 1.475 3.495 0.07
H 3.003 -0.260 3.223 0.07
H 1.795 2.420 0.851 0.04
H 3.334 2.615 0.005 0.07
H 3.174 3.110 1.700 0.07
H 3.769 0.932 -2.144 0.10
H 4.233 2.661 -3.804 0.08
H 2.468 4.277 -4.502 0.07
H 0.180 4.045 -3.464 0.10
Br -1.051 2.464 3.471 -0.55
```

Values from the calculation:
**Multiplicity**: 2
**ΔE to the lowest compared entry with this formula, charge and spin**: 5.91 kcal/mol
**Energy**: -4153.9940 Ha
**Gap between HOMO and LUMO (spin up / spin down)**: 4.99 / 5.94 eV
**Total charge**: -2
**HOMO (spin up / spin down)**: -0.30 / -1.25 eV